Molecular formula: C5H7NO
Method: DFT, ωB97M-V with the def2-TZVPD basis set

The geometry in XYZ format:
```
14
Properties=species:S:1:pos:R:3:forces:R:3
O -1.719304 -0.788187 2.273065 -0.09 0.82 0.20
C -0.867658 -0.102879 1.746080 -0.53 -0.13 0.16
C -0.032504 -0.815722 0.750896 -0.53 -0.25 0.05
C -0.007722 -0.821424 -0.727439 -0.30 -0.26 -0.25
C -0.188615 0.517160 -1.402255 -0.07 0.03 -0.02
C 0.952574 0.995952 -0.480505 0.05 0.19 0.13
N 1.199378 -0.407338 0.052195 0.07 -0.14 0.21
H -0.676010 0.923459 2.102045 0.00 0.06 -0.27
H -0.203992 -1.814858 1.179047 1.47 -0.13 -0.67
H -0.031967 -1.788266 -1.224181 -0.07 0.15 0.03
H -1.172165 0.990017 -1.334033 0.15 -0.05 0.04
H 0.116012 0.475494 -2.451678 -0.03 0.08 0.19
H 0.692812 1.738456 0.280678 0.03 -0.16 -0.03
H 1.829512 1.357587 -1.026892 -0.13 -0.22 0.23
```
Forces are in eV/Å.

Its SMILES is O=C[C@H]1[C@H]2CCN21. The value obtained for the energy relative to the best compared isomer or geometry (same formula, charge and spin) is 308.4 kJ/mol.



Molecular formula: C5H7NO
Method: DFT, ωB97M-V with the def2-TZVPD basis set

The geometry in XYZ format:
```
14
Properties=species:S:1:pos:R:3:forces:R:3
H 0.261218 -2.149936 -2.274062 -0.23 -0.12 0.20
N -0.024553 -1.187486 -2.111444 -0.09 -0.12 0.38
C 0.036297 -0.847964 -0.897289 -0.04 0.08 -0.41
O 0.442268 -1.636592 0.155494 -0.16 -0.09 -0.10
C 0.448483 -0.885840 1.385382 -0.03 0.02 0.13
C 0.484265 0.558908 0.959718 0.02 0.01 0.12
C 1.425222 0.866988 -0.165144 0.30 0.24 0.06
C -0.028214 0.571332 -0.444937 -0.05 -0.04 -0.10
H 1.305730 -1.195661 1.995007 -0.09 -0.04 -0.32
H -0.468644 -1.091891 1.948622 0.07 -0.08 -0.09
H 0.216692 1.320352 1.685643 0.02 -0.08 -0.21
H 2.066624 0.061210 -0.506852 0.24 0.25 0.19
H 1.846247 1.852236 -0.301874 -0.25 0.13 0.14
H -0.739848 1.275763 -0.862651 0.28 -0.16 0.02
```
Forces are in eV/Å.

Its SMILES is [H]/N=C1\OC[C@H]2C[C@@H]12. The value obtained for the energy relative to the best compared isomer or geometry (same formula, charge and spin) is 136.5 kJ/mol.



Molecular formula: C5H7NO
Method: DFT, ωB97M-V with the def2-TZVPD basis set

The geometry in XYZ format:
```
14
Properties=species:S:1:pos:R:3:forces:R:3
O 1.484889 -1.347426 0.449834 0.12 0.03 0.19
C 0.399891 -0.568822 0.061182 -0.27 0.10 -0.15
C -0.987657 -0.810760 0.652308 0.00 -0.07 0.02
C -1.702390 0.535030 0.770433 0.60 0.13 -0.20
N -0.793933 1.403098 0.357123 -0.09 -0.03 -0.03
C 0.437549 0.014471 -1.314458 -0.05 -0.11 -0.18
C 0.500458 0.915112 -0.105879 0.04 0.00 0.13
H 1.722847 -1.088887 1.349563 -0.01 -0.15 -0.09
H -1.586373 -1.499253 0.043560 0.04 0.12 0.11
H -0.922097 -1.269806 1.648251 -0.03 0.09 -0.10
H 1.358222 -0.128460 -1.872163 -0.10 0.05 0.13
H -0.477122 0.026489 -1.902547 0.14 -0.02 0.09
H -0.995643 2.391972 0.283432 -0.09 -0.14 0.10
H 1.403627 1.478577 0.120410 -0.30 -0.02 -0.01
```
Forces are in eV/Å.

The value obtained for the energy relative to the best compared isomer or geometry (same formula, charge and spin) is 293.3 kJ/mol.



Molecular formula: C5H7NO
Method: DFT, ωB97M-V with the def2-TZVPD basis set

The geometry in XYZ format:
```
14
Properties=species:S:1:pos:R:3:forces:R:3
C -0.401932 -1.227866 -1.072456 0.43 -1.82 0.12
C 0.170245 1.502639 -0.424392 -0.07 0.04 -0.49
C -0.485004 0.487382 0.461855 1.63 -0.28 2.53
C -0.283985 -1.000711 0.260249 -2.99 1.85 -2.49
N -1.051013 0.916356 1.516257 -0.63 0.51 -0.32
C 1.570406 -1.160704 0.913888 2.71 0.38 0.50
O 2.444320 -0.566789 0.467152 -1.08 -0.62 0.32
H -1.452228 0.201611 2.120061 0.24 -0.23 -0.14
H 0.151514 -0.696576 -1.828982 -0.34 0.66 0.03
H -0.845556 -2.144276 -1.426927 0.12 -0.37 -0.09
H -0.798486 -1.638775 0.968021 0.15 0.00 0.00
H 0.494593 2.352364 0.172350 -0.23 -0.03 0.06
H 1.041402 1.134130 -0.960563 -0.01 -0.20 0.00
H -0.554275 1.841215 -1.166512 0.06 0.11 -0.04
```
Forces are in eV/Å.

The value obtained for the energy relative to the best compared isomer or geometry (same formula, charge and spin) is 308.2 kJ/mol.



Molecular formula: C5H7NO
Method: DFT, ωB97M-V with the def2-TZVPD basis set

The geometry in XYZ format:
```
14
Properties=species:S:1:pos:R:3:forces:R:3
C -1.207373 1.121368 0.355751 -0.66 -2.80 -2.50
C 2.152211 0.339171 -0.263947 -2.17 0.08 0.28
C 1.784388 -0.771700 0.263785 -2.93 -1.04 1.76
C -1.488956 0.050222 -0.889857 1.51 1.92 2.76
C -0.554843 -0.849605 1.017326 1.53 -0.07 -3.45
N -0.749065 0.487985 1.352509 0.17 -0.13 0.77
O -1.149281 -1.151037 -0.225187 -0.42 0.64 -0.22
H -1.512542 2.143210 0.291396 0.20 0.57 0.35
H 3.106069 0.531682 -0.532290 3.20 0.44 -1.05
H 1.472792 1.130586 -0.475075 -0.76 0.77 0.16
H 2.310272 -1.674118 0.478267 0.30 -0.36 0.18
H -2.505559 0.113456 -1.184937 -1.12 -0.33 -0.16
H -0.872369 0.279867 -1.751726 0.44 -0.18 -0.12
H -0.785748 -1.751083 1.563991 0.71 0.49 1.24
```
Forces are in eV/Å.

The value obtained for the energy relative to the best compared isomer or geometry (same formula, charge and spin) is 537.5 kJ/mol.



Molecular formula: C5H7NO
Method: DFT, ωB97M-V with the def2-TZVPD basis set

The geometry in XYZ format:
```
14
Properties=species:S:1:pos:R:3:forces:R:3
C -0.851488 0.945337 1.603659 1.64 0.40 0.64
N -0.062052 0.371384 0.525327 0.69 0.92 1.64
C 1.366843 0.309092 0.449543 0.27 -1.13 -0.26
C 1.643447 -0.431755 -0.806882 -1.37 -0.99 -1.60
C 0.470854 -0.695035 -1.409779 0.17 -0.24 1.04
C -0.675776 -0.335958 -0.406416 0.85 0.07 -3.05
O -1.870633 -0.468151 -0.473347 -0.87 -0.80 -0.45
H -0.568416 0.431827 2.525007 -0.17 0.06 0.21
H -0.593675 2.027545 1.751781 -0.56 -0.86 -0.33
H -1.885181 0.726901 1.392559 -0.27 0.34 -0.11
H 1.839467 -0.173730 1.276432 0.15 -0.30 1.00
H 1.862498 1.213255 0.276292 0.43 2.07 0.29
H 2.594516 -0.726590 -1.282415 -0.37 0.66 0.75
H 0.426934 -1.103763 -2.410908 -0.59 -0.20 0.23
```
Forces are in eV/Å.

Its SMILES is CN1CC=CC1=O. The value obtained for the energy relative to the best compared isomer or geometry (same formula, charge and spin) is 81.0 kJ/mol.



Molecular formula: C5H7NO
Method: DFT, ωB97M-V with the def2-TZVPD basis set

The geometry in XYZ format:
```
14
Properties=species:S:1:pos:R:3:forces:R:3
C 1.550415 -0.214765 0.659382 0.08 0.02 0.02
C 0.062785 -0.453366 0.368965 0.00 -0.01 0.05
C -0.182050 -1.879553 0.111988 -0.18 -0.94 -0.18
N -0.368540 -3.001301 -0.100894 0.19 1.05 0.19
C -0.456995 0.408949 -0.798096 0.00 -0.02 0.02
C -1.509371 1.409844 -0.377854 -0.11 0.04 0.29
O -1.910809 1.548551 0.751549 0.17 -0.04 -0.48
H 1.890015 -0.828812 1.497664 -0.05 0.09 -0.12
H 1.710509 0.837411 0.914569 -0.04 -0.14 -0.04
H 2.160902 -0.459117 -0.216010 -0.09 0.03 0.12
H -0.521790 -0.184409 1.257875 0.08 -0.06 -0.13
H 0.362361 0.976077 -1.260332 -0.10 -0.06 0.05
H -0.882335 -0.197417 -1.606603 0.02 0.08 0.10
H -1.905096 2.037908 -1.202204 0.02 -0.04 0.10
```
Forces are in eV/Å.

Its SMILES is C[C@H](C#N)CC=O. The value obtained for the energy relative to the best compared isomer or geometry (same formula, charge and spin) is 76.2 kJ/mol.



Molecular formula: C5H7NO
Method: DFT, ωB97M-V with the def2-TZVPD basis set

The geometry in XYZ format:
```
14
Properties=species:S:1:pos:R:3:forces:R:3
O 0.537895 1.691446 1.665783 0.25 -0.31 -0.88
C 1.166982 1.427348 0.664377 -0.04 -0.46 -0.05
C 0.567954 0.829316 -0.649032 -0.17 -0.56 -0.20
C -0.162984 -0.532206 -1.169797 0.73 0.10 0.02
C -0.150299 -1.434700 0.035988 -0.08 0.04 0.25
C -1.083189 -0.328307 0.577954 -0.28 0.13 0.74
N -0.865498 0.607841 -0.611036 -0.54 0.01 0.39
H 2.209835 1.801963 0.631006 -0.03 -0.34 -0.48
H 1.067531 1.313007 -1.487366 -0.80 0.54 -0.08
H -0.629436 -0.909545 -2.104150 1.66 0.63 -0.25
H 0.856343 -1.509190 0.451892 -0.29 -0.08 0.24
H -0.557892 -2.445554 -0.042474 -0.20 0.31 -0.12
H -0.831008 0.129767 1.520838 -0.35 -0.10 0.26
H -2.126238 -0.641189 0.516013 0.15 0.09 0.16
```
Forces are in eV/Å.

The value obtained for the energy relative to the best compared isomer or geometry (same formula, charge and spin) is 418.4 kJ/mol.



Q: Number 5 is which compound?
A: C5H7NO